Formula: C4H15N2O
Source: the Open Molecules 2025 dataset
Level of theory: ωB97M-V/def2-TZVPD

XYZ file:
```
22
Properties=species:S:1:pos:R:3:lowdin_spin:R:1
N 0.680 -0.992 -1.322 0.1578
C 0.732 -0.384 0.115 0.0558
C 1.949 -0.958 0.755 0.0400
C -0.479 -0.835 0.884 0.0536
N -0.815 0.435 1.650 0.0048
C -2.093 1.204 1.269 0.0251
H 0.830 -1.962 -1.226 0.0790
H -0.338 -0.776 -1.607 0.1334
H 1.410 -0.562 -1.992 0.1007
H 0.808 0.677 -0.116 0.0188
H 2.341 -0.635 1.746 0.0037
H 2.951 -0.850 0.200 0.0140
H 1.897 -2.020 0.956 0.0092
H -1.265 -1.110 0.211 0.0448
H -0.252 -1.712 1.598 0.0050
H -0.809 0.471 2.697 0.0005
H -2.270 2.038 2.060 0.0016
H -1.874 1.551 0.259 0.0239
H -3.038 0.712 1.326 0.0019
H -0.537 1.997 -2.155 0.0409
H -0.415 1.238 -3.452 0.0484
O 0.107 1.335 -2.617 0.1371
```

Values from the calculation:
- 2S+1: 2
- Kohn-Sham gap (alpha / beta): 0.1458 / 0.3597 hartree
- Relative energy (zero: lowest compared OMol25 entry of this formula, charge and spin): 71.5 kcal per mole
- M: 107.18 g mol⁻¹

=====

Formula: C4H10N2O
Source: the Open Molecules 2025 dataset
Level of theory: ωB97M-V/def2-TZVPD

XYZ file:
```
17
Properties=species:S:1:pos:R:3:lowdin_spin:R:1
N 1.865 1.246 -0.568 0.7276
C 0.803 0.473 0.077 0.0896
C 1.267 -1.013 0.364 0.0722
C -0.369 0.582 -0.890 0.0035
N -1.614 0.497 -0.398 0.0016
C -2.034 -0.281 0.791 0.0011
O -0.074 0.575 -2.078 0.0266
H 2.768 0.790 -0.384 0.0226
H 1.643 1.197 -1.597 0.0176
H 0.567 0.978 1.030 0.0272
H 1.371 -1.562 -0.565 0.0008
H 0.497 -1.362 1.056 0.0083
H 2.142 -0.985 1.003 0.0006
H -2.295 0.350 -1.128 0.0000
H -1.606 0.101 1.714 0.0003
H -3.117 -0.230 0.788 0.0000
H -1.814 -1.356 0.786 0.0003
```

Values from the calculation:
- 2S+1: 2
- Kohn-Sham gap (alpha / beta): 0.4229 / 0.2094 hartree
- Relative energy (zero: lowest compared OMol25 entry of this formula, charge and spin): 27.9 kcal per mole
- Charge: +1
- M: 102.14 g mol⁻¹

=====

Formula: C6H12O3S
Source: the Open Molecules 2025 dataset
Level of theory: ωB97M-V/def2-TZVPD

XYZ file:
```
22
Properties=species:S:1:pos:R:3:mulliken_charge:R:1
C -2.262 -0.358 -0.781 -0.7298
C -1.724 0.709 -0.281 0.6752
C -1.763 0.962 1.182 -1.2213
C -1.125 1.650 -1.226 -1.1019
H -2.575 -1.208 -0.067 0.2316
H -2.153 -0.658 -1.837 0.2926
H -2.464 0.372 1.566 0.4759
H -1.919 2.037 1.458 0.3099
H -0.774 0.657 1.631 0.2395
H -1.394 2.568 -0.897 0.3873
H 0.070 1.607 -1.294 0.0773
H -1.519 1.534 -2.262 0.3651
O 2.317 2.279 1.324 -0.3797
C 2.515 2.087 0.213 0.7938
O 2.722 1.900 -0.889 -0.3848
C 2.066 -3.082 0.409 -0.7070
S 2.292 -1.438 -0.293 0.0038
O 1.152 -0.553 0.530 -0.3747
H 2.409 -3.205 1.518 0.2473
H 2.663 -3.861 -0.299 0.2707
H 1.034 -3.293 0.342 0.2325
H 0.430 -0.706 -0.047 0.2965
```

Values from the calculation:
- 2S+1: 1
- Structure (SMILES): C=C(C)C.O=C=O.CSO
- Kohn-Sham gap: 0.3510 hartree
- Relative energy (zero: lowest compared OMol25 entry of this formula, charge and spin): 0.0 kcal per mole
- M: 164.23 g mol⁻¹

=====

Formula: C4H4N2O2
Source: the Open Molecules 2025 dataset
Level of theory: ωB97M-V/def2-TZVPD

XYZ file:
```
12
Properties=species:S:1:pos:R:3:mulliken_charge:R:1
C -0.466 -0.390 -0.084 0.3814
C 1.410 -1.581 0.035 0.0547
C 0.732 0.410 -0.017 0.4472
C 0.619 1.739 0.150 -0.6802
H -3.590 0.063 -0.686 0.4077
H 2.274 -2.242 0.165 0.3793
H -0.239 2.429 0.868 0.2381
H 1.643 2.244 0.124 0.2823
N -1.635 0.088 -0.285 -0.3027
N 0.170 -1.779 0.304 -0.4557
O -2.855 -0.669 -0.044 -0.4109
O 1.938 -0.314 -0.531 -0.3412
```

Values from the calculation:
- 2S+1: 1
- Kohn-Sham gap: 0.3515 hartree
- Relative energy (zero: lowest compared OMol25 entry of this formula, charge and spin): 165.5 kcal per mole
- M: 112.09 g mol⁻¹

=====

Formula: C33H31IrP3S2
Source: the Open Molecules 2025 dataset
Level of theory: ωB97M-V/def2-TZVPD

XYZ file:
```
70
Properties=species:S:1:pos:R:3:mulliken_charge:R:1
Ir 0.907 -1.309 0.858 0.8911
S -0.423 -2.619 -0.372 -0.5251
P -1.264 -0.770 -0.951 0.9246
C 0.029 0.151 -0.345 -1.0830
P 1.432 0.673 -1.164 0.9146
S 2.667 -0.893 -0.459 -0.4682
C 2.081 2.219 -0.515 0.5036
C 1.466 2.820 0.578 -0.3894
C 1.999 3.985 1.110 -0.7480
C 3.143 4.541 0.556 -0.4510
C 3.757 3.939 -0.536 -0.7235
C 3.228 2.778 -1.075 -0.3164
C 1.378 0.870 -2.950 0.4348
C 1.032 2.102 -3.502 -0.4127
C 0.889 2.220 -4.875 -0.7782
C 1.096 1.117 -5.693 -0.4656
C 1.443 -0.110 -5.142 -0.7102
C 1.581 -0.238 -3.769 -0.2709
C -1.766 -0.634 -2.673 0.3872
C -1.669 -1.725 -3.529 -0.3112
C -2.056 -1.594 -4.856 -0.7736
C -2.518 -0.373 -5.324 -0.4558
C -2.602 0.720 -4.470 -0.7970
C -2.235 0.593 -3.141 -0.0325
C -2.764 -0.527 0.019 0.6737
C -4.012 -0.849 -0.503 -0.3939
C -5.144 -0.722 0.291 -0.7411
C -5.030 -0.276 1.599 -0.5535
C -3.783 0.050 2.119 -0.7785
C -2.651 -0.074 1.332 -0.4595
H 0.570 2.375 0.994 0.4434
H 1.518 4.461 1.955 0.4308
H 3.557 5.450 0.971 0.4024
H 4.648 4.376 -0.967 0.4077
H 3.705 2.312 -1.930 0.4267
H 0.883 2.966 -2.865 0.4946
H 0.623 3.175 -5.309 0.4408
H 0.991 1.215 -6.765 0.4391
H 1.608 -0.966 -5.782 0.4357
H 1.846 -1.193 -3.331 0.3588
H -1.293 -2.673 -3.164 0.4062
H -1.992 -2.444 -5.522 0.4359
H -2.816 -0.270 -6.359 0.4222
H -2.963 1.671 -4.840 0.4299
H -2.317 1.441 -2.470 0.4353
H -4.108 -1.194 -1.525 0.4139
H -6.115 -0.969 -0.117 0.4131
H -5.915 -0.175 2.213 0.4040
H -3.694 0.413 3.135 0.4932
H -1.679 0.205 1.725 0.3073
C 1.425 -4.130 3.170 -1.2516
P 1.759 -2.366 2.882 1.0116
C 3.531 -2.200 3.232 -1.4547
C 0.881 -1.497 4.211 0.5758
C 1.521 -0.638 5.100 -0.3366
C 0.786 0.054 6.053 -0.6885
C -0.589 -0.107 6.126 -0.5417
C -1.235 -0.960 5.241 -0.6954
C -0.506 -1.646 4.284 -0.4558
H 0.354 -4.319 3.102 0.3806
H 1.786 -4.452 4.146 0.4075
H 1.921 -4.699 2.383 0.3971
H 3.785 -2.556 4.230 0.4573
H 3.855 -1.166 3.115 0.4123
H 4.059 -2.799 2.489 0.3824
H 2.595 -0.507 5.059 0.3252
H 1.292 0.716 6.743 0.4044
H -1.158 0.429 6.875 0.4047
H -2.307 -1.095 5.299 0.4679
H -1.022 -2.303 3.591 0.2658
```

Values from the calculation:
- 2S+1: 1
- Kohn-Sham gap (alpha / beta): 0.2377 / 0.2377 hartree
- Charge: +1
- M: 776.88 g mol⁻¹

=====

Formula: C5H5BrN2O
Source: the Open Molecules 2025 dataset
Level of theory: ωB97M-V/def2-TZVPD

XYZ file:
```
14
Properties=species:S:1:pos:R:3:mulliken_charge:R:1
C -0.850 1.429 -0.056 -0.9899
C 0.355 0.730 0.453 0.5742
O 0.582 0.669 1.633 -0.5940
C 1.089 -0.076 -0.521 -0.5919
C 0.586 -0.476 -1.605 0.3846
N -0.013 -0.980 -2.490 -0.3760
H -1.219 1.026 -1.111 0.2958
H -1.520 1.278 0.659 0.3490
H -0.624 2.536 -0.114 0.2825
H 2.133 -0.388 -0.336 0.3944
H 0.040 -0.843 -3.438 0.2790
N -1.426 -1.453 1.839 -0.4111
C -0.407 -1.664 2.298 0.3180
Br 1.272 -1.788 2.790 0.0856
```

Values from the calculation:
- 2S+1: 1
- Structure (SMILES): CC(=O)C=C=N.N#CBr
- Kohn-Sham gap: 0.3657 hartree
- Relative energy (zero: lowest compared OMol25 entry of this formula, charge and spin): 54.8 kcal per mole
- M: 189.01 g mol⁻¹

=====

Formula: C30H38BNO2S
Source: the Open Molecules 2025 dataset
Level of theory: ωB97M-V/def2-TZVPD

XYZ file:
```
73
Properties=species:S:1:pos:R:3:mulliken_charge:R:1
C 3.795 5.435 1.879 -1.3245
C 2.817 4.488 2.486 0.8533
C 2.642 4.161 3.814 -1.0153
C 1.668 3.144 4.032 -0.5174
C 1.229 2.580 2.847 -0.0460
B 1.129 -0.121 2.508 0.5228
C 0.264 1.478 2.662 2.8338
C -0.597 1.413 3.857 -2.2496
C -1.805 2.034 3.881 -0.5945
C -2.436 2.419 2.657 1.0279
N -3.674 2.972 2.666 0.2228
C -4.442 3.066 1.437 -0.9401
C -4.408 3.107 3.909 -0.8950
C -1.725 2.257 1.427 -0.7405
C -0.466 1.749 1.417 -2.2348
O 1.976 -0.154 1.341 -0.0954
C 3.335 -0.510 1.668 1.9661
C 3.590 -1.910 1.135 -2.0037
C 4.314 0.407 0.941 -1.8792
C 3.377 -0.410 3.274 2.0021
C 3.782 -1.659 4.033 -1.8431
C 4.319 0.694 3.754 -1.9786
O 2.011 -0.151 3.638 -0.3852
S 1.757 3.533 1.502 -0.2278
H 4.180 6.142 2.624 0.3648
H 4.649 4.895 1.434 0.2482
H 3.320 5.999 1.064 0.3521
H 3.199 4.645 4.604 0.3759
H 1.273 2.887 5.003 0.5420
H -0.186 0.952 4.753 0.7884
H -2.301 2.238 4.828 0.4711
H -4.686 2.067 1.035 0.2603
H -5.365 3.615 1.652 0.3362
H -3.867 3.606 0.677 0.3413
H -3.883 3.794 4.586 0.3154
H -5.401 3.505 3.679 0.2661
H -4.503 2.140 4.428 0.3079
H -2.200 2.523 0.473 0.1819
H 0.033 1.538 0.476 0.6977
H 4.636 -2.204 1.281 0.4151
H 2.945 -2.657 1.607 0.2341
H 3.392 -1.914 0.057 0.4204
H 5.347 0.114 1.169 0.3742
H 4.185 0.297 -0.140 0.4688
H 4.191 1.463 1.198 0.1633
H 4.801 -1.976 3.781 0.3528
H 3.761 -1.425 5.105 0.4203
H 3.079 -2.478 3.857 0.2089
H 5.360 0.426 3.498 0.4221
H 4.093 1.674 3.319 0.1044
H 4.275 0.783 4.847 0.5025
C -0.080 -2.124 3.804 -1.2840
C 0.522 -3.459 3.292 -0.8082
C 0.686 -3.226 1.832 -1.2272
C 0.209 -2.025 1.431 -0.9170
C -0.312 -1.210 2.553 1.6379
C -1.840 -0.941 2.357 0.9107
C -2.447 -0.931 1.086 -0.0395
C -3.814 -0.668 0.917 -0.9876
C -4.639 -0.490 2.026 -0.6371
C -4.092 -0.639 3.295 -1.0546
C -2.719 -0.857 3.454 -0.1968
H -0.981 -2.363 4.360 0.6658
H 0.624 -1.630 4.469 0.2212
H 1.478 -3.677 3.790 0.3163
H -0.139 -4.317 3.507 0.3650
H 1.100 -3.986 1.176 0.4282
H 0.151 -1.703 0.392 0.2825
H -1.855 -1.117 0.186 0.2884
H -4.232 -0.587 -0.090 0.3751
H -5.693 -0.220 1.905 0.4372
H -4.729 -0.546 4.178 0.4916
H -2.339 -0.910 4.472 0.3380
```

Values from the calculation:
- 2S+1: 1
- Kohn-Sham gap: 0.2209 hartree
- Relative energy (zero: lowest compared OMol25 entry of this formula, charge and spin): 47.7 kcal per mole
- M: 487.52 g mol⁻¹

=====

Formula: CH6N2S
Source: the Open Molecules 2025 dataset
Level of theory: ωB97M-V/def2-TZVPD

XYZ file:
```
10
Properties=species:S:1:pos:R:3:lowdin_spin:R:1
S -2.484 0.657 0.818 0.8010
H -1.316 0.057 0.299 0.0089
N -0.271 0.109 -1.246 0.1007
C 0.716 0.291 -0.389 -0.0007
N 1.189 -0.806 0.235 0.0660
H 0.118 -0.850 -1.714 0.0024
H -1.838 1.819 1.370 0.0202
H 0.955 1.338 -0.200 0.0000
H 2.196 -0.925 0.244 0.0012
H 0.736 -1.690 0.584 0.0002
```

Values from the calculation:
- 2S+1: 2
- Kohn-Sham gap (alpha / beta): 0.3874 / 0.1892 hartree
- Relative energy (zero: lowest compared OMol25 entry of this formula, charge and spin): 67.3 kcal per mole
- Charge: +1
- M: 78.14 g mol⁻¹

=====

Formula: C5H9N
Source: the Open Molecules 2025 dataset
Level of theory: ωB97M-V/def2-TZVPD

XYZ file:
```
15
Properties=species:S:1:pos:R:3:mulliken_charge:R:1
C 2.870 0.606 -0.724 -0.6544
C 1.749 -0.137 -0.579 -0.1740
C 0.628 -0.003 0.353 -0.1345
C -0.459 -0.750 -0.067 -0.3328
C -1.782 -0.672 0.720 -0.5469
N -2.295 0.722 0.406 -0.6023
H 3.205 0.827 -1.810 0.1809
H 3.335 1.122 0.125 0.2886
H 1.480 -0.611 -1.471 0.2132
H 0.373 0.861 0.988 0.3637
H -0.472 -1.052 -1.101 0.2897
H -1.824 -0.740 1.770 0.3723
H -2.372 -1.447 0.253 0.2882
H -3.278 0.729 0.808 0.2214
H -2.418 0.992 -0.620 0.2270
```

Values from the calculation:
- 2S+1: 1
- Structure (SMILES): C=C/C=C/CN
- Kohn-Sham gap: 0.3273 hartree
- Relative energy (zero: lowest compared OMol25 entry of this formula, charge and spin): 70.1 kcal per mole
- M: 83.13 g mol⁻¹

=====

Formula: C34H57N3O2SiTl
Source: the Open Molecules 2025 dataset
Level of theory: ωB97M-V/def2-TZVPD

XYZ file:
```
98
Properties=species:S:1:pos:R:3:mulliken_charge:R:1
O 1.733 -1.508 -1.082 0.0211
O 0.964 -0.256 -3.729 0.3900
C 2.927 -2.061 -0.504 -0.3572
C 2.769 -2.856 0.788 -1.2500
H 3.588 -1.207 -0.312 0.2896
H 3.410 -2.642 -1.306 0.3097
H 2.229 -2.306 1.575 0.2166
H 3.739 -3.114 1.238 0.4642
H 2.240 -3.794 0.570 0.3056
C 0.481 -2.123 -0.728 0.9345
C 0.084 -3.176 -1.745 -1.0127
H -0.239 -1.286 -0.667 -0.6628
H 0.479 -2.590 0.280 0.0292
H 0.055 -2.691 -2.724 -0.1259
H -0.889 -3.643 -1.513 0.4262
H 0.862 -3.960 -1.801 0.3116
C -0.099 0.339 -4.495 -0.1882
C 1.970 -0.892 -4.506 -0.3557
C -1.407 -0.404 -4.318 -1.3182
H 0.136 0.389 -5.569 0.4594
H -0.214 1.370 -4.138 0.1037
H -1.351 -1.437 -4.691 0.3929
H -2.212 0.086 -4.883 0.4354
H -1.706 -0.435 -3.261 0.0647
C 1.446 -2.066 -5.316 -1.3712
H 2.728 -1.220 -3.786 0.1402
H 2.453 -0.150 -5.171 0.2909
H 0.893 -2.763 -4.681 0.2392
H 2.274 -2.612 -5.780 0.4244
H 0.789 -1.720 -6.117 0.3481
H 1.422 0.543 -1.921 -0.7538
N -0.525 -0.640 3.496 1.2111
C -1.266 0.222 4.490 2.6308
C -2.553 0.738 3.998 -2.1858
C -2.720 1.487 2.834 1.3676
C -1.431 -0.428 5.861 -1.4203
H -0.458 -0.818 6.177 0.2603
H -2.186 -1.230 5.804 0.3067
H -1.752 0.328 6.587 0.4418
C -3.897 2.435 2.840 -1.5421
H -4.555 2.305 1.971 0.2890
H -3.558 3.481 2.856 0.1747
H -4.508 2.278 3.741 0.5370
N -1.898 1.354 1.802 0.6847
C -0.367 -2.029 3.598 -0.0204
C 0.819 -2.638 4.043 0.9042
C 1.974 -1.835 4.515 -1.4410
C 0.862 -4.032 4.099 -0.9668
H 1.778 -4.500 4.454 0.4078
C -0.227 -4.817 3.738 -0.8598
H -0.156 -5.908 3.777 0.4322
C -1.401 -4.199 3.321 -1.0250
H -2.275 -4.791 3.067 0.4934
C -1.481 -2.806 3.230 1.1238
C -2.756 -2.142 2.795 -0.8653
C -2.058 1.966 0.575 -0.6927
C -1.508 3.260 0.390 1.7364
C -0.956 4.052 1.565 -2.2617
C -1.471 3.785 -0.898 -0.5429
H -0.993 4.757 -1.039 0.4960
C -2.037 3.108 -1.988 -1.3805
H -2.045 3.577 -2.968 0.4475
C -2.651 1.872 -1.789 -0.5135
H -3.140 1.354 -2.624 0.5368
C -2.670 1.283 -0.534 0.5050
C -3.285 -0.079 -0.330 -1.2410
Tl 1.315 1.969 1.757 0.9412
H 2.364 -1.184 3.725 0.3128
H 2.752 -2.536 4.816 0.4637
H 1.739 -1.206 5.384 0.2801
H -2.531 -1.252 2.193 -0.3633
H -3.385 -1.807 3.647 0.2363
H -3.381 -2.813 2.184 0.5083
H -0.134 4.696 1.212 0.4304
H -0.608 3.445 2.430 0.4208
H -1.728 4.699 2.013 0.3631
H -3.929 -0.128 0.558 0.4619
H -2.513 -0.856 -0.232 0.0332
H -3.911 -0.351 -1.192 0.4552
H -3.409 0.647 4.666 0.2919
C 1.271 1.656 -1.726 4.0699
Si 2.545 2.595 -2.734 0.3030
H 0.242 1.941 -1.966 -1.0342
H 1.393 1.855 -0.653 -2.2121
C 4.124 1.567 -2.891 -0.9747
C 2.906 4.185 -1.773 -0.9684
C 2.078 3.189 -4.478 -1.0393
H 2.925 3.779 -4.867 0.4052
H 1.198 3.854 -4.444 0.2983
H 1.879 2.384 -5.202 0.2796
H 4.572 1.468 -1.887 0.2900
H 4.843 2.081 -3.556 0.3404
H 3.926 0.559 -3.290 0.2134
H 2.982 3.942 -0.695 0.1607
H 2.083 4.904 -1.942 0.2677
H 3.858 4.606 -2.140 0.3353
N -0.142 1.186 4.357 -0.9779
C 0.475 0.360 3.563 -0.8227
```

Values from the calculation:
- 2S+1: 1
- Kohn-Sham gap (alpha / beta): 0.1842 / 0.2420 hartree
- Relative energy (zero: lowest compared OMol25 entry of this formula, charge and spin): 0.0 kcal per mole
- Charge: +1
- M: 772.32 g mol⁻¹